[1]
Here is a 2-piece molecular cluster, C20H14Cl3F7N2O3S2 overall from the Open Molecules 2025 dataset. Energies are from ωB97M-V with the def2-TZVPD basis set.

Output
SMILES = C#Cc1ccc(O)c2c1Sc1c(cc(CNC)cc1S(=O)(=O)C(F)(F)C(F)(F)C(F)(F)F)N2.ClC(Cl)Cl
M = 633.82 g/mol
LUMO energy = -0.090 eV
energy above the lowest of the compared OMol25 structures with the same formula, charge and spin = 0.0 kcal per mole
HOMO level = -0.3090 Eh
HOMO-LUMO gap = 0.306 Eh

Geometry (Å):
C 1.90 -4.66 2.47
C 2.61 -3.89 1.87
C 3.26 -2.85 1.15
C 4.49 -2.34 1.55
C 5.09 -1.32 0.86
C 4.49 -0.77 -0.26
O 5.10 0.24 -0.92
C 3.26 -1.27 -0.68
C 2.66 -2.29 0.03
S 1.07 -2.85 -0.54
C 0.41 -1.29 -1.07
C 1.28 -0.38 -1.67
C 0.82 0.85 -2.08
C -0.52 1.19 -1.92
C -0.99 2.56 -2.35
N -0.81 3.52 -1.25
C -2.01 3.60 -0.43
C -1.38 0.28 -1.36
C -0.93 -0.96 -0.92
S -2.16 -1.99 -0.18
O -1.64 -3.08 0.58
O -3.15 -2.31 -1.17
C -2.94 -0.85 1.11
F -3.07 -1.59 2.23
F -2.12 0.17 1.39
C -4.37 -0.33 0.76
F -4.47 0.07 -0.52
F -4.57 0.77 1.53
C -5.52 -1.33 1.11
F -5.18 -2.60 0.84
F -5.85 -1.22 2.40
F -6.59 -1.00 0.36
N 2.66 -0.70 -1.85
H 1.40 -5.38 3.07
H 4.99 -2.73 2.42
H 6.04 -0.90 1.16
H 4.80 0.23 -1.84
H 1.51 1.54 -2.53
H -2.04 2.52 -2.66
H -0.33 2.85 -3.16
H -0.60 4.43 -1.64
H -2.20 2.63 0.01
H -1.90 4.33 0.37
H -2.88 3.92 -1.03
H -2.41 0.58 -1.27
H 2.74 -1.36 -2.62
Cl 1.94 4.88 1.35
C 1.94 3.18 1.82
Cl 1.17 2.19 0.59
Cl 3.59 2.62 2.14
H 1.37 3.08 2.74

***

[2]
Here is a 7-piece molecular cluster, C40H68FN3O26PS7 overall from the Open Molecules 2025 dataset. Energies are from ωB97M-V with the def2-TZVPD basis set.

Output
M = 1281.42 g/mol
LUMO energy = -3.446 eV
HOMO level = -0.3839 Eh
charge = +1
HOMO-LUMO gap = 0.257 Eh

Geometry (Å):
C 2.66 -4.00 5.19
C 1.79 -3.12 6.10
O 0.89 -2.26 5.41
C 1.53 -1.11 4.90
C 0.88 -0.52 3.63
C 0.61 -1.49 2.43
N 1.57 -2.61 2.51
C 2.72 -2.44 1.94
C 3.77 -1.40 2.31
C 3.11 -3.40 0.80
C 0.61 -0.66 1.13
C -0.17 0.68 1.06
O 0.64 1.66 0.41
C -0.02 2.30 -0.62
C -1.06 3.18 -0.33
C -1.74 3.85 -1.32
C -2.85 4.83 -0.86
C -1.44 3.65 -2.71
C -0.40 2.79 -3.00
C 0.33 2.13 -1.95
C 1.51 1.22 -2.38
C 1.05 -0.25 -2.64
C 2.79 1.31 -1.44
N 0.19 -1.72 0.17
C -0.52 -2.63 0.74
C -1.00 -3.81 -0.06
C 0.14 -4.82 -0.34
F -1.47 -3.41 -1.32
C -0.76 -2.24 2.26
N -2.02 -1.47 2.12
C -2.34 -0.75 3.05
S -2.88 -0.01 4.33
P -1.17 -3.65 3.47
C -0.50 -5.27 2.85
C -3.01 -3.93 3.53
C -3.74 -4.18 2.18
H 3.10 -4.84 5.74
H 3.52 -3.45 4.77
H 2.12 -4.42 4.33
H 2.46 -2.57 6.79
H 1.19 -3.79 6.72
H 2.61 -1.29 4.80
H 1.43 -0.32 5.67
H 1.61 0.22 3.25
H 0.02 0.07 3.96
H 3.47 -0.36 2.19
H 4.11 -1.63 3.34
H 4.67 -1.54 1.69
H 4.10 -3.10 0.42
H 2.42 -3.32 -0.04
H 3.24 -4.42 1.19
H 1.59 -0.36 0.71
H -1.08 0.49 0.46
H -0.51 1.05 2.03
H -1.35 3.36 0.71
H -2.67 5.08 0.19
H -2.69 5.75 -1.44
H -3.85 4.42 -1.03
H -2.01 4.15 -3.50
H -0.15 2.63 -4.05
H 1.84 1.62 -3.35
H -0.01 -0.37 -2.38
H 1.67 -0.93 -2.03
H 1.23 -0.54 -3.68
H 2.76 2.26 -0.89
H 3.66 1.27 -2.10
H 2.86 0.44 -0.77
H 0.44 -1.83 -0.81
H -1.81 -4.39 0.40
H -0.27 -5.81 -0.55
H 0.75 -4.45 -1.18
H 0.80 -4.93 0.52
H -0.64 -5.96 3.69
H 0.57 -5.22 2.62
H -1.10 -5.69 2.03
H -3.44 -3.06 4.05
H -3.21 -4.79 4.19
H -3.50 -5.19 1.82
H -4.83 -4.19 2.36
H -3.57 -3.41 1.42
C -5.97 7.37 -3.01
C -5.45 8.78 -3.22
O -4.06 8.61 -3.51
S -3.84 7.23 -4.30
O -3.77 7.50 -5.68
O -2.84 6.49 -3.62
O -5.28 6.58 -3.98
H -5.71 7.00 -2.01
H -7.04 7.30 -3.15
H -5.59 9.41 -2.34
H -5.93 9.25 -4.08
C 2.41 5.86 -4.07
C 2.53 4.97 -2.85
O 3.70 4.21 -3.07
S 4.77 5.09 -3.89
O 5.69 5.65 -2.98
O 5.19 4.34 -5.03
O 3.76 6.24 -4.38
H 2.01 5.31 -4.93
H 1.79 6.73 -3.89
H 1.68 4.30 -2.72
H 2.66 5.57 -1.95
C -2.61 -4.03 -3.84
C -3.92 -4.33 -4.53
O -3.56 -4.62 -5.88
S -2.11 -5.32 -5.91
O -2.28 -6.73 -5.98
O -1.28 -4.62 -6.82
O -1.67 -4.95 -4.40
H -2.27 -3.01 -4.06
H -2.67 -4.16 -2.77
H -4.61 -3.49 -4.49
H -4.40 -5.22 -4.11
C 4.50 5.07 -8.57
C 3.98 3.67 -8.83
O 2.58 3.86 -9.11
S 2.37 5.27 -9.85
O 2.30 5.05 -11.25
O 1.38 6.00 -9.14
O 3.81 5.90 -9.51
H 4.25 5.41 -7.57
H 5.57 5.14 -8.72
H 4.11 3.01 -7.98
H 4.44 3.23 -9.71
C -4.63 -7.28 6.45
C -4.44 -8.71 5.97
O -3.09 -8.74 5.49
S -2.19 -7.75 6.37
O -1.52 -8.49 7.37
O -1.49 -6.88 5.48
O -3.38 -6.93 7.06
H -4.81 -6.60 5.62
H -5.44 -7.20 7.17
H -5.13 -8.98 5.18
H -4.53 -9.42 6.79
C 2.99 4.18 6.83
C 1.71 3.76 6.14
O 2.12 3.40 4.81
S 3.61 2.79 4.86
O 3.51 1.37 4.87
O 4.41 3.48 3.92
O 3.99 3.28 6.34
H 3.28 5.19 6.55
H 2.92 4.11 7.91
H 0.97 4.55 6.11
H 1.28 2.87 6.61

***

[3]
Here is one molecule with the formula C14H21NO2 from the Open Molecules 2025 dataset. Energies are from ωB97M-V with the def2-TZVPD basis set.

Output
SMILES = C[C@]12CC[C@H](O)C[C@]1(C(N)=O)CC=C1CC[C@@H]12
M = 235.33 g/mol
LUMO energy = 0.781 eV
energy above the lowest of the compared OMol25 structures with the same formula, charge and spin = 89.7 kcal per mole
HOMO level = -0.3165 Eh
HOMO-LUMO gap = 0.345 Eh

Geometry (Å):
C -0.61 -1.47 -1.09
C 0.19 -0.63 -0.04
C 0.45 -1.53 1.15
C -0.86 -1.69 1.96
C -1.66 -0.47 2.22
O -2.90 -0.89 2.80
C -2.04 0.29 0.99
C -0.67 0.68 0.32
C 0.27 1.65 1.30
N 0.67 2.87 0.90
O 0.78 1.55 2.42
C -0.96 1.48 -1.03
C 0.30 1.61 -1.90
C 1.40 0.85 -1.72
C 2.30 0.23 -2.74
C 2.39 -1.01 -1.71
C 1.58 -0.19 -0.66
H -1.69 -1.32 -1.00
H -0.46 -1.08 -2.10
H -0.20 -2.51 -1.00
H 1.30 -1.14 1.72
H 0.75 -2.53 0.80
H -0.52 -2.07 2.94
H -1.52 -2.29 1.37
H -1.24 0.09 2.95
H -2.96 -1.83 3.02
H -2.73 1.11 1.24
H -2.68 -0.34 0.40
H 0.33 3.16 -0.01
H 1.08 3.59 1.52
H -1.40 2.46 -0.65
H -1.69 0.97 -1.66
H 0.45 2.54 -2.56
H 1.85 0.00 -3.75
H 3.13 0.80 -3.07
H 1.94 -1.93 -2.14
H 3.41 -1.24 -1.33
H 2.22 0.24 0.13

***

[4]
Here is C17H13FeN5O9 as an isolated structure from the Open Molecules 2025 dataset. Energies are from ωB97M-V with the def2-TZVPD basis set.

Output
M = 487.16 g/mol
LUMO energy (alpha / beta) = 1.907 / 1.014 eV
energy above the lowest of the compared OMol25 structures with the same formula, charge and spin = 5.8 kcal per mole
multiplicity = 6
HOMO level (alpha / beta) = -0.1904 / -0.1904 Eh
<S²> = 8.7567
charge = -1
HOMO-LUMO gap (alpha / beta) = 0.261 / 0.228 Eh

Geometry (Å):
Fe 10.42 8.30 8.92
O 8.56 7.89 14.69
C 9.20 8.09 13.50
C 10.23 7.19 13.07
C 10.75 7.46 11.75
N 10.43 8.55 11.10
C 9.51 9.33 11.50
C 8.83 9.20 12.72
C 9.06 10.37 10.44
O 8.42 11.36 10.79
O 9.42 10.02 9.22
C 11.72 6.59 10.94
O 12.45 5.77 11.50
O 11.46 6.80 9.74
H 8.90 7.09 15.11
H 10.39 6.26 13.67
H 8.09 9.96 12.96
O 4.58 4.48 9.13
C 4.86 5.17 8.17
O 4.30 5.31 7.06
C 6.16 6.04 8.28
C 6.61 6.19 9.59
C 7.78 6.90 9.80
N 8.50 7.43 8.80
C 8.07 7.30 7.51
C 6.88 6.64 7.24
C 9.04 7.91 6.48
O 8.69 8.07 5.36
O 10.22 8.12 6.99
H 6.05 5.73 10.37
H 8.11 7.06 10.80
H 6.57 6.53 6.20
N 13.85 9.97 7.41
C 14.54 9.31 8.40
C 13.50 8.83 9.20
N 12.31 9.13 8.60
C 12.53 9.89 7.60
H 14.26 10.32 6.58
H 15.60 9.31 8.42
H 13.59 8.16 10.08
H 11.89 10.28 6.82
N 10.51 5.60 5.02
H 10.47 6.57 5.24
H 11.37 5.52 4.51
H 10.44 4.94 5.80

***

[5]
Here is C5H5ClN2S as an isolated structure from the Open Molecules 2025 dataset. Energies are from ωB97M-V with the def2-TZVPD basis set.

Output
M = 160.63 g/mol
LUMO energy = 0.212 eV
energy above the lowest of the compared OMol25 structures with the same formula, charge and spin = 34.8 kcal per mole
HOMO level = -0.2900 Eh
HOMO-LUMO gap = 0.298 Eh

Geometry (Å):
C -0.34 1.25 -0.07
C -1.53 1.09 -0.66
C 1.19 -0.59 0.31
C 1.01 -1.85 -0.10
C -1.37 -0.92 0.46
N 0.10 0.18 0.69
N -2.15 -0.14 -0.41
S -0.64 -2.43 -0.19
Cl -3.82 0.06 0.19
H 0.27 2.13 -0.16
H -2.05 1.80 -1.27
H 2.16 -0.12 0.35
H 1.78 -2.54 -0.37
H -1.80 -1.10 1.44

***

[6]
Here is C25H23IrN6O2S as an isolated structure from the Open Molecules 2025 dataset. Energies are from ωB97M-V with the def2-TZVPD basis set.

Output
M = 663.78 g/mol
LUMO energy = -6.840 eV
energy above the lowest of the compared OMol25 structures with the same formula, charge and spin = 0.0 kcal per mole
HOMO level = -0.4648 Eh
charge = +2
HOMO-LUMO gap = 0.213 Eh

Geometry (Å):
Ir -0.30 0.29 -0.01
C -0.15 1.79 -2.89
O 0.42 1.54 -1.59
C 1.60 2.20 -1.23
C 2.24 3.09 -2.08
C 3.43 3.67 -1.66
C 3.96 3.38 -0.41
C 3.31 2.49 0.43
C 2.13 1.90 0.02
N 1.37 1.01 0.86
N 1.63 1.04 2.09
C 0.91 0.37 3.01
C -0.15 -0.54 2.73
O -0.47 -0.95 1.53
C -0.86 -1.13 3.81
C -0.52 -0.85 5.09
C 0.55 0.03 5.43
C 0.88 0.29 6.77
C 1.91 1.13 7.08
C 2.63 1.74 6.05
C 2.33 1.51 4.73
C 1.27 0.65 4.39
H -0.41 2.84 -2.98
H -1.04 1.18 -2.96
H 0.57 1.50 -3.66
H 1.84 3.32 -3.05
H 3.94 4.36 -2.32
H 4.88 3.84 -0.09
H 3.71 2.25 1.40
H -1.65 -1.83 3.57
H -1.07 -1.31 5.90
H 0.31 -0.20 7.55
H 2.17 1.32 8.12
H 3.45 2.41 6.30
H 2.90 1.99 3.95
C -3.38 -1.72 -2.33
C -2.12 -1.22 -1.70
N -2.07 -0.31 -0.79
N -3.19 0.27 -0.24
C -3.05 1.30 0.64
N -4.15 1.79 1.18
S -1.53 1.97 1.03
C -0.79 -1.80 -2.01
C -0.60 -2.78 -2.96
C 0.67 -3.34 -3.11
C 1.70 -2.90 -2.31
C 1.44 -1.89 -1.39
N 0.24 -1.35 -1.25
H -4.18 -0.99 -2.29
H -3.70 -2.64 -1.84
H -3.21 -1.95 -3.38
H -4.08 -0.19 -0.38
H -5.08 1.48 0.92
H -4.08 2.55 1.84
H -1.42 -3.14 -3.56
H 0.83 -4.12 -3.84
H 2.69 -3.31 -2.38
H 2.22 -1.50 -0.74

***

[7]
Here is one molecule with the formula C19H22N2O6S2 from the Open Molecules 2025 dataset. Energies are from ωB97M-V with the def2-TZVPD basis set.

Output
SMILES = COc1ccc(NC(=O)COC(=O)C2CCN(S(=O)(=O)c3cccs3)CC2)cc1
M = 438.53 g/mol
LUMO energy = 0.413 eV
energy above the lowest of the compared OMol25 structures with the same formula, charge and spin = 14.9 kcal per mole
HOMO level = -0.2932 Eh
HOMO-LUMO gap = 0.308 Eh

Geometry (Å):
C -9.09 -2.32 0.35
O -8.73 -0.98 0.55
C -7.45 -0.60 0.29
C -6.44 -1.44 -0.18
C -5.18 -0.94 -0.42
C -4.88 0.40 -0.21
N -3.58 0.83 -0.48
C -3.05 2.07 -0.33
O -3.62 3.06 0.06
C -1.56 2.12 -0.74
O -0.71 1.44 0.19
C -0.54 0.13 0.06
O -1.12 -0.54 -0.75
C 0.43 -0.42 1.09
C 1.02 -1.75 0.60
C 1.97 -1.51 -0.56
N 3.01 -0.58 -0.15
S 4.31 -0.47 -1.20
O 4.13 0.59 -2.16
O 4.61 -1.79 -1.67
C 5.57 0.03 -0.06
C 6.38 1.12 -0.12
C 7.27 1.18 0.97
C 7.12 0.14 1.82
S 5.88 -0.94 1.32
C 2.48 0.72 0.22
C 1.56 0.56 1.43
C -5.89 1.25 0.26
C -7.15 0.75 0.50
H -8.51 -3.00 0.98
H -10.14 -2.39 0.62
H -8.96 -2.61 -0.70
H -6.63 -2.49 -0.36
H -4.40 -1.60 -0.78
H -2.96 0.10 -0.82
H -1.24 3.16 -0.73
H -1.44 1.68 -1.74
H -0.17 -0.60 1.99
H 1.56 -2.22 1.42
H 0.22 -2.42 0.28
H 2.47 -2.43 -0.87
H 1.41 -1.11 -1.42
H 6.32 1.83 -0.92
H 8.00 1.96 1.10
H 7.66 -0.06 2.73
H 3.34 1.35 0.47
H 1.95 1.18 -0.62
H 1.15 1.53 1.71
H 2.13 0.15 2.26
H -5.67 2.29 0.43
H -7.94 1.39 0.86

***

[8]
Here is C29H21GeN2O7W as an isolated structure from the Open Molecules 2025 dataset. Energies are from ωB97M-V with the def2-TZVPD basis set.

Output
M = 765.94 g/mol
LUMO energy = -11.186 eV
energy above the lowest of the compared OMol25 structures with the same formula, charge and spin = 8.6 kcal per mole
HOMO level = -0.6514 Eh
charge = +3
HOMO-LUMO gap = 0.240 Eh

Geometry (Å):
W -0.37 -0.75 -0.08
O -0.38 2.45 -2.74
C -0.45 1.80 -1.76
O 0.08 0.53 -1.63
C -1.02 2.23 -0.45
C -1.58 3.46 -0.15
C -2.09 3.65 1.13
C -2.06 2.62 2.07
C -1.47 1.43 1.69
N -0.97 1.26 0.47
C -1.34 0.20 2.51
O -1.82 -0.10 3.53
O -0.49 -0.70 1.77
H -1.61 4.23 -0.91
H -2.54 4.60 1.39
H -2.47 2.73 3.07
Ge 1.95 0.52 -0.24
C 2.89 -2.35 -0.56
C 2.67 -1.77 0.72
C 3.73 -1.21 1.42
C 5.01 -1.21 0.85
C 5.24 -1.84 -0.37
C 4.18 -2.41 -1.07
C 2.29 2.07 0.77
C 1.85 2.23 2.09
C 2.16 3.38 2.78
C 2.91 4.38 2.16
C 3.35 4.23 0.85
C 3.06 3.07 0.15
H 2.74 0.24 -1.51
H 1.74 -1.97 1.26
H 3.59 -0.82 2.42
H 5.84 -0.77 1.39
H 6.24 -1.87 -0.78
H 4.37 -2.85 -2.04
H 1.29 1.44 2.59
H 1.84 3.51 3.81
H 3.15 5.29 2.70
H 3.94 5.01 0.38
H 3.42 2.95 -0.86
O -3.35 1.05 -1.80
C -3.34 -0.08 -1.44
N -2.14 -0.74 -0.91
C -2.50 -1.99 -0.43
O -1.55 -2.57 0.16
C -3.88 -2.27 -0.70
C -4.67 -3.39 -0.46
C -5.99 -3.32 -0.87
C -6.50 -2.18 -1.49
C -5.71 -1.05 -1.72
C -4.40 -1.12 -1.33
H -4.27 -4.27 0.02
H -6.65 -4.17 -0.70
H -7.54 -2.17 -1.79
H -6.11 -0.17 -2.20
C 1.80 -3.70 -2.47
C 1.75 -2.71 -1.37
O 0.64 -2.15 -1.14
H 1.96 -4.69 -2.02
H 2.65 -3.52 -3.12
H 0.88 -3.70 -3.04

***

[9]
Here is a 2-piece molecular cluster, C6H14S4 overall from the Open Molecules 2025 dataset. Energies are from ωB97M-V with the def2-TZVPD basis set.

Output
SMILES = C1CSCSC1.CSSC
M = 214.45 g/mol
LUMO energy = 0.683 eV
energy above the lowest of the compared OMol25 structures with the same formula, charge and spin = 2.2 kcal per mole
HOMO level = -0.3128 Eh
HOMO-LUMO gap = 0.338 Eh

Geometry (Å):
C -1.20 0.32 -3.38
C -0.81 -1.15 -3.53
S -1.06 -2.13 -2.02
C -2.83 -1.85 -1.84
S -3.31 -0.13 -1.59
C -2.70 0.52 -3.16
H -0.63 0.77 -2.54
H -0.91 0.84 -4.31
H 0.26 -1.25 -3.76
H -1.38 -1.62 -4.35
H -3.37 -2.27 -2.71
H -3.16 -2.41 -0.94
H -3.27 0.06 -3.99
H -2.94 1.60 -3.14
C -4.37 -0.91 2.96
S -3.02 -1.52 3.99
S -1.61 -2.02 2.61
C -0.78 -0.45 2.33
H -5.20 -0.65 3.63
H -4.71 -1.68 2.25
H -4.08 -0.01 2.39
H -1.46 0.31 1.90
H -0.34 -0.04 3.26
H 0.04 -0.63 1.61

***

no.,energy (eV)
1,-108347.096
2,-188125.482
3,-20440.752
4,-78110.044
5,-31600.387
6,-52994.859
7,-56995.675
8,-106042.488
9,-49790.293